Computed, not measured: a 2-piece molecular cluster, C4H9NO3 overall at a distorted geometry, with ωB97M-V with the def2-TZVPD basis set.

Each line ends with the Löwdin charge.
Geometry (Å):
C (1.458, 0.374, 0.600)  -0.306
C (-0.040, -0.885, -0.987)  -0.228
C (0.476, 0.804, 1.419)  -0.007
C (-0.529, -1.983, -0.114)  -0.071
N (-1.548, 0.617, -0.171)  -0.035
O (-0.763, 0.179, -1.206)  -0.079
O (-2.112, 1.813, -0.597)  -0.058
O (2.071, 1.154, -0.348)  -0.015
H (-1.442, 2.333, -1.070)  0.086
H (1.578, 1.979, -0.445)  0.099
H (2.011, -0.538, 0.778)  0.120
H (0.653, -1.064, -1.798)  0.127
H (0.112, 0.183, 2.223)  0.063
H (0.090, 1.817, 1.391)  0.067
H (-1.555, -2.245, -0.397)  0.090
H (0.111, -2.858, -0.211)  0.082
H (-0.570, -1.682, 0.932)  0.065

The HOMO-LUMO gap (spin up / spin down) comes out at 8.78 / 8.00 eV.

=====

Computed, not measured: C37H44F3NO2Pd as an isolated structure, with ωB97M-V with the def2-TZVPD basis set.

Each line ends with the Löwdin spin population.
Geometry (Å):
Pd (-0.319, -1.548, 0.112)  0.086
C (-3.110, 4.856, -0.127)  -0.001
C (-4.205, 3.789, -0.126)  0.014
C (-5.024, 3.931, -1.419)  0.009
C (-5.117, 4.031, 1.088)  0.009
C (-3.637, 2.375, -0.046)  0.132
C (-2.281, 2.141, 0.011)  0.009
C (-1.795, 0.832, 0.095)  0.133
N (-0.503, 0.419, 0.174)  0.196
C (0.706, 1.058, 0.240)  0.122
C (0.964, 2.412, 0.368)  0.011
C (2.273, 2.883, 0.398)  0.162
C (3.351, 1.969, 0.304)  0.046
C (3.183, 0.609, 0.207)  0.093
C (1.834, 0.126, 0.189)  0.130
O (1.596, -1.133, 0.119)  0.274
C (4.352, -0.374, 0.119)  0.007
C (5.701, 0.346, 0.143)  -0.001
C (4.318, -1.348, 1.312)  0.005
C (4.258, -1.164, -1.199)  0.005
C (2.497, 4.388, 0.542)  0.017
C (1.885, 4.858, 1.872)  0.009
C (3.980, 4.764, 0.533)  0.001
C (1.806, 5.115, -0.622)  0.009
C (-2.738, -0.285, 0.077)  0.137
O (-2.283, -1.488, 0.102)  0.250
C (-4.152, -0.035, 0.019)  0.059
C (-4.542, 1.274, -0.033)  0.056
C (-5.146, -1.201, 0.004)  0.003
C (-6.597, -0.715, -0.046)  0.000
C (-4.976, -2.046, 1.278)  0.003
C (-4.897, -2.074, -1.238)  0.003
H (-3.570, 5.845, -0.179)  0.000
H (-2.446, 4.754, -0.990)  0.000
H (-2.508, 4.818, 0.785)  0.000
H (-5.426, 4.946, -1.493)  0.002
H (-5.865, 3.235, -1.447)  0.000
H (-4.400, 3.744, -2.297)  0.000
H (-5.507, 5.052, 1.060)  0.002
H (-4.565, 3.899, 2.022)  0.000
H (-5.969, 3.347, 1.099)  0.000
H (-1.592, 2.963, -0.025)  -0.002
H (0.151, 3.110, 0.459)  -0.002
H (4.358, 2.360, 0.324)  0.000
H (5.848, 0.910, 1.069)  0.000
H (5.819, 1.027, -0.705)  0.000
H (6.494, -0.401, 0.081)  0.000
H (4.380, -0.800, 2.257)  0.000
H (5.180, -2.018, 1.253)  0.000
H (3.415, -1.954, 1.318)  0.000
H (4.307, -0.488, -2.058)  0.000
H (3.333, -1.738, -1.256)  0.000
H (5.097, -1.862, -1.266)  0.000
H (2.351, 4.343, 2.716)  0.000
H (0.810, 4.669, 1.913)  0.000
H (2.045, 5.933, 1.996)  0.001
H (4.521, 4.307, 1.365)  0.000
H (4.072, 5.848, 0.633)  0.000
H (4.468, 4.474, -0.401)  0.000
H (0.726, 4.946, -0.624)  0.000
H (2.203, 4.777, -1.582)  0.000
H (1.976, 6.192, -0.540)  0.001
H (-5.599, 1.494, -0.081)  0.001
H (-6.857, -0.107, 0.825)  0.000
H (-7.256, -1.585, -0.050)  0.000
H (-6.807, -0.139, -0.952)  0.000
H (-5.143, -1.433, 2.169)  0.000
H (-3.983, -2.489, 1.341)  0.000
H (-5.713, -2.853, 1.280)  0.000
H (-5.012, -1.483, -2.151)  0.000
H (-5.632, -2.884, -1.266)  0.000
H (-3.902, -2.515, -1.231)  0.000
F (4.322, -9.371, -2.160)  0.000
C (4.395, -8.840, -0.924)  0.000
F (4.206, -9.841, -0.050)  0.000
F (5.668, -8.421, -0.771)  0.000
C (3.416, -7.721, -0.734)  0.000
C (3.401, -6.681, -1.657)  0.000
C (2.528, -5.623, -1.486)  0.001
C (1.655, -5.580, -0.387)  0.001
C (1.679, -6.638, 0.519)  0.001
C (2.553, -7.702, 0.348)  0.000
C (0.796, -4.440, -0.199)  0.007
C (0.058, -3.492, -0.036)  -0.003
H (4.071, -6.707, -2.507)  0.000
H (2.501, -4.809, -2.199)  0.000
H (1.001, -6.622, 1.363)  0.000
H (2.565, -8.517, 1.058)  0.000

The spin multiplicity is 3. The HOMO-LUMO gap (spin up / spin down) comes out at 7.62 / 5.06 eV.

=====

Computed, not measured: a 10-piece molecular cluster, C41H48F15N4O30P2S overall at a distorted geometry, with ωB97M-V with the def2-TZVPD basis set.

Each line ends with the Löwdin charge.
Geometry (Å):
N (-0.533, -4.163, 0.382)  -0.142
P (-2.216, -3.845, 0.169)  0.885
O (-2.792, -3.099, 1.518)  -0.260
C (-2.390, -2.606, -1.245)  -0.373
C (-3.682, -2.780, -2.044)  -0.135
N (-3.765, -4.083, -2.748)  -0.252
C (-4.562, -5.105, -2.059)  -0.283
C (-5.841, -4.779, -1.685)  -0.041
C (-6.503, -5.762, -1.101)  -0.053
C (-5.991, -6.988, -0.854)  -0.105
N (-4.802, -7.282, -1.222)  0.140
C (-4.164, -6.349, -1.804)  -0.160
P (-4.685, -3.779, -4.424)  0.938
N (-5.563, -5.145, -4.852)  -0.106
O (-5.832, -2.652, -4.128)  -0.231
C (-2.367, -4.494, -3.084)  -0.507
S (-2.220, -5.557, -4.562)  0.868
C (-1.355, -3.291, -3.238)  -0.558
F (-0.144, -3.893, -3.371)  0.073
C (-1.512, -2.409, -4.479)  -0.105
C (-0.568, -1.174, -4.311)  -0.136
C (-0.463, -0.357, -5.613)  -0.048
C (-0.545, 1.140, -5.373)  -0.490
F (0.106, 1.799, -6.335)  0.144
F (0.044, 1.524, -4.241)  0.141
C (-1.982, 1.678, -5.403)  -0.656
F (-2.814, 0.959, -4.682)  0.191
F (-2.416, 1.637, -6.623)  0.217
F (-2.029, 2.889, -4.940)  0.209
O (-1.242, -2.536, -2.080)  -0.032
H (-0.425, -4.433, 1.359)  0.040
H (-0.292, -5.004, -0.127)  0.036
H (-2.847, -3.814, 2.162)  0.052
H (-2.487, -1.619, -0.773)  0.142
H (-4.509, -2.554, -1.380)  0.140
H (-3.679, -1.987, -2.796)  0.121
H (-6.251, -3.800, -1.860)  0.121
H (-7.516, -5.567, -0.783)  0.124
H (-6.635, -7.726, -0.325)  0.128
H (-3.171, -6.618, -2.135)  0.108
H (-6.459, -5.218, -4.373)  0.063
H (-5.041, -6.004, -4.709)  0.039
H (-6.706, -2.965, -4.402)  0.078
H (-1.964, -5.094, -2.270)  0.090
H (-2.273, -4.730, -5.628)  -0.100
H (-1.169, -2.910, -5.379)  0.113
H (-2.502, -1.986, -4.617)  0.089
H (-1.071, -0.541, -3.581)  0.106
H (0.389, -1.432, -3.875)  0.129
H (-1.188, -0.636, -6.376)  0.135
H (0.526, -0.540, -6.031)  0.140
C (-10.470, -7.810, 2.354)  -0.048
C (-10.714, -7.314, 0.953)  -0.312
O (-9.531, -7.705, 0.272)  0.111
C (-9.077, -8.825, 0.917)  -0.557
O (-8.276, -9.571, 0.476)  0.183
O (-9.672, -8.975, 2.122)  0.086
F (-10.813, -5.962, 0.915)  0.072
H (-9.905, -7.095, 2.955)  0.147
H (-11.389, -8.060, 2.877)  0.145
H (-11.581, -7.757, 0.461)  0.177
C (1.722, 2.548, -1.521)  -0.058
C (1.014, 3.696, -0.854)  -0.311
O (1.579, 3.713, 0.441)  0.144
C (2.849, 3.217, 0.307)  -0.521
O (3.696, 3.330, 1.120)  0.189
O (3.006, 2.585, -0.890)  0.082
F (-0.321, 3.453, -0.746)  0.071
H (1.243, 1.588, -1.317)  0.141
H (1.807, 2.678, -2.597)  0.130
H (1.173, 4.663, -1.332)  0.148
C (2.374, -0.819, 2.605)  -0.072
C (2.748, -1.846, 1.570)  -0.314
O (2.696, -3.058, 2.305)  0.125
C (1.771, -2.865, 3.289)  -0.576
O (1.276, -3.741, 3.917)  0.157
O (1.481, -1.560, 3.448)  0.073
F (4.009, -1.661, 1.115)  0.083
H (3.229, -0.483, 3.188)  0.128
H (1.879, 0.048, 2.179)  0.133
H (2.062, -1.907, 0.720)  0.164
C (2.277, 7.936, -3.840)  -0.050
C (1.854, 6.851, -2.883)  -0.329
O (2.949, 6.761, -1.998)  0.119
C (3.519, 8.013, -1.965)  -0.538
O (4.280, 8.374, -1.146)  0.205
O (3.076, 8.775, -3.000)  0.082
F (1.712, 5.654, -3.521)  0.056
H (2.887, 7.552, -4.659)  0.148
H (1.434, 8.482, -4.256)  0.144
H (0.946, 7.078, -2.320)  0.174
C (5.110, 4.467, 3.531)  -0.054
C (4.406, 5.628, 4.188)  -0.307
O (4.978, 5.645, 5.486)  0.137
C (6.240, 5.139, 5.356)  -0.544
O (7.090, 5.248, 6.172)  0.170
O (6.397, 4.504, 4.171)  0.077
F (3.071, 5.409, 4.301)  0.073
H (4.628, 3.514, 3.740)  0.143
H (5.201, 4.586, 2.458)  0.121
H (4.573, 6.592, 3.703)  0.175
C (-0.889, 0.829, 6.476)  -0.055
C (0.210, 1.081, 7.477)  -0.313
O (1.375, 0.746, 6.746)  0.149
C (1.094, 0.996, 5.437)  -0.533
O (1.907, 1.082, 4.585)  0.176
O (-0.243, 1.139, 5.238)  0.074
F (0.106, 0.253, 8.544)  0.080
H (-1.211, -0.213, 6.467)  0.145
H (-1.757, 1.465, 6.636)  0.139
H (0.280, 2.114, 7.822)  0.176
C (-2.198, 5.520, -6.331)  -0.075
C (-3.242, 5.476, -7.418)  -0.315
O (-3.710, 6.810, -7.453)  0.138
C (-2.664, 7.598, -7.051)  -0.543
O (-2.606, 8.762, -7.208)  0.201
O (-1.694, 6.852, -6.450)  0.068
F (-4.271, 4.656, -7.082)  0.072
H (-2.627, 5.381, -5.337)  0.140
H (-1.408, 4.789, -6.479)  0.129
H (-2.860, 5.196, -8.401)  0.176
C (9.637, 6.116, 4.940)  -0.062
C (10.338, 7.406, 5.280)  -0.314
O (11.660, 6.979, 5.553)  0.132
C (11.867, 5.855, 4.798)  -0.551
O (12.926, 5.389, 4.573)  0.185
O (10.693, 5.354, 4.337)  0.077
F (9.819, 7.972, 6.398)  0.076
H (9.271, 5.596, 5.820)  0.125
H (8.812, 6.256, 4.247)  0.133
H (10.351, 8.142, 4.474)  0.172
C (6.188, -4.402, 6.051)  -0.051
C (4.796, -4.801, 6.470)  -0.315
O (4.119, -3.558, 6.515)  0.139
C (4.734, -2.752, 5.602)  -0.537
O (4.275, -1.746, 5.186)  0.189
O (5.935, -3.258, 5.229)  0.081
F (4.789, -5.352, 7.708)  0.078
H (6.809, -4.111, 6.899)  0.147
H (6.699, -5.182, 5.492)  0.141
H (4.287, -5.469, 5.772)  0.174

Its total charge is +1. The HOMO-LUMO gap comes out at 8.09 eV.

=====

Computed, not measured: C16H15MoN3OS3Te as an isolated structure, with ωB97M-V with the def2-TZVPD basis set.

Each line ends with the Löwdin spin population.
Geometry (Å):
Mo (1.415, -0.651, -0.115)  0.893
O (1.524, -1.649, -1.799)  0.015
N (0.458, -1.660, -2.645)  0.017
C (0.693, -2.103, -3.900)  0.004
C (-0.326, -2.132, -4.805)  0.007
C (-1.596, -1.688, -4.411)  0.004
C (-1.797, -1.242, -3.130)  0.005
C (-0.736, -1.226, -2.214)  0.011
S (-0.865, -0.729, -0.569)  0.019
H (1.711, -2.406, -4.087)  0.000
H (-0.138, -2.491, -5.805)  0.000
H (-2.416, -1.692, -5.116)  0.000
H (-2.761, -0.886, -2.795)  0.000
N (-0.786, -2.896, 2.153)  -0.001
C (-0.149, -1.805, 2.565)  0.000
S (1.499, -1.563, 2.041)  -0.009
N (-0.750, -0.972, 3.391)  0.001
C (-0.178, 0.249, 3.903)  0.000
C (0.344, 0.256, 5.189)  0.000
C (0.886, 1.428, 5.689)  0.000
C (0.904, 2.575, 4.906)  0.000
C (0.380, 2.552, 3.623)  0.001
C (-0.170, 1.384, 3.114)  0.000
H (-0.314, -3.523, 1.528)  0.000
H (-1.757, -3.066, 2.364)  0.000
H (-1.686, -1.199, 3.702)  0.000
H (0.331, -0.648, 5.785)  0.000
H (1.297, 1.444, 6.689)  0.000
H (1.330, 3.489, 5.298)  0.000
H (0.400, 3.443, 3.009)  0.000
H (-0.572, 1.355, 2.111)  0.000
Te (2.197, 1.897, -0.014)  0.029
C (1.193, 1.910, -1.871)  0.001
C (-0.083, 2.324, -2.130)  0.000
C (-0.441, 2.192, -3.498)  0.000
C (0.569, 1.676, -4.254)  0.000
S (1.961, 1.359, -3.312)  0.001
H (-0.742, 2.713, -1.368)  0.000
H (-1.398, 2.485, -3.902)  0.000
H (0.570, 1.496, -5.318)  0.000

The spin multiplicity is 2. Its total charge is +1. The HOMO-LUMO gap (spin up / spin down) comes out at 6.81 / 7.17 eV.